1.
2 unconnected molecules or ions with the total composition C4H13NO at a distorted geometry, computed with the ωB97M-V functional and the def2-TZVPD basis.

Last column: Löwdin charge in e.
Atoms and positions in Å:
C 0.467 0.442 0.752  -0.276
C 0.774 -0.666 -0.269  -0.429
C -0.527 -1.266 -0.810  -0.083
C 1.615 -0.129 -1.404  -0.091
N 0.155 -0.055 2.063  0.006
H -0.368 1.067 0.453  0.077
H 1.297 1.153 0.790  0.110
H 1.239 -1.465 0.308  0.126
H -1.110 -0.500 -1.321  0.079
H -1.201 -1.621 -0.023  0.073
H -0.290 -2.140 -1.417  0.076
H 2.651 0.147 -1.195  0.076
H 1.693 -0.922 -2.155  0.075
H 1.187 0.744 -1.906  0.085
H 0.717 -0.799 2.433  0.066
H -0.753 0.037 2.478  0.062
H -1.775 1.805 0.198  -0.013
H -3.146 1.909 0.878  0.036
O -2.627 2.262 0.149  -0.056

Calculated values
- molecular weight (g/mol) = 91.15
- net charge = 0
- E_LUMO (eV) = 0.86
- SMILES = CC(C)CN.O
- relative energy (zero: lowest compared OMol25 entry of this formula, charge and spin) (eV) = 0.596
- calculated total energy (eV) = -7896.065

2.
A molecular structure, C3H3F2N at a distorted geometry, computed with the ωB97M-V functional and the def2-TZVPD basis.

Last column: Löwdin charge in e.
Atoms and positions in Å:
C -0.224 0.010 1.308  -0.055
C 0.194 0.090 -0.671  -0.060
C -1.125 -0.127 0.158  -0.335
N 0.883 0.069 0.663  0.128
F -2.068 1.041 -0.141  -0.070
F -2.087 -1.117 0.104  0.066
H -0.414 0.086 2.331  0.106
H 0.480 -0.759 -1.296  0.116
H 0.079 0.991 -1.217  0.103

Calculated values
- molecular weight (g/mol) = 91.06
- net charge = 0
- E_LUMO (eV) = 0.16
- relative energy (zero: lowest compared OMol25 entry of this formula, charge and spin) (eV) = 1.956
- calculated total energy (eV) = -10082.313

3.
A molecular structure, C33H32As2BrO10PPt at a distorted geometry, computed with the ωB97M-V functional and the def2-TZVPD basis.

Last column: Löwdin charge in e.
Atoms and positions in Å:
Pt 0.673 1.359 0.328  0.820
O 1.320 3.538 3.181  0.159
C 0.376 3.184 2.552  -0.562
O 0.249 1.843 2.180  -0.334
C -0.857 3.961 2.222  -0.127
C -1.379 4.825 3.175  0.025
C -2.600 5.449 2.962  -0.015
C -3.315 5.219 1.797  -0.031
C -2.793 4.386 0.818  -0.074
C -1.557 3.774 1.021  -0.284
P -0.896 2.868 -0.377  0.997
C -1.980 1.514 -0.758  -0.352
C -2.387 1.239 -2.068  -0.063
C -3.177 0.131 -2.309  -0.039
C -3.523 -0.723 -1.263  -0.025
C -3.100 -0.466 0.034  -0.036
C -2.335 0.660 0.298  -0.085
C -0.490 3.929 -1.742  -0.368
C -0.897 5.266 -1.721  -0.049
C -0.599 6.090 -2.795  -0.035
C 0.103 5.589 -3.881  -0.027
C 0.522 4.263 -3.896  -0.041
C 0.233 3.433 -2.831  -0.118
H -0.830 4.974 4.095  0.139
H -3.009 6.105 3.718  0.126
H -4.275 5.693 1.644  0.124
H -3.349 4.229 -0.100  0.126
H -2.119 1.914 -2.872  0.114
H -3.540 -0.068 -3.309  0.123
H -4.143 -1.586 -1.463  0.124
H -3.382 -1.129 0.841  0.121
H -2.028 0.886 1.314  0.089
H -1.421 5.676 -0.870  0.104
H -0.909 7.125 -2.777  0.123
H 0.336 6.238 -4.715  0.124
H 1.090 3.884 -4.735  0.120
H 0.587 2.412 -2.837  0.071
Br 2.414 2.943 -0.065  0.391
C -1.631 -0.449 4.059  -0.002
O -0.841 -0.965 2.963  -0.104
C -0.118 -2.060 3.245  -0.514
O -0.135 -2.660 4.278  0.175
C 0.781 -2.394 2.098  -0.262
C 1.221 -3.610 1.806  -0.279
As 2.657 -4.147 0.553  1.351
C 1.642 -5.625 -0.244  -0.240
C 2.303 -2.852 -0.921  -0.229
C 1.657 -1.688 -0.747  -0.261
As 1.455 -0.954 1.038  1.242
C 3.275 -0.673 1.656  -0.216
C 1.196 -0.726 -1.774  -0.480
O 1.070 0.500 -1.547  -0.189
O 0.830 -1.219 -2.899  0.028
C 0.605 -0.359 -4.049  0.051
C 3.023 -3.184 -2.230  -0.504
O 3.152 -2.440 -3.159  0.154
O 3.587 -4.381 -2.134  -0.104
C 4.417 -4.781 -3.257  0.021
C 0.795 -4.819 2.597  -0.589
O 1.617 -5.584 3.027  0.124
O -0.516 -4.937 2.673  -0.023
C -0.986 -6.040 3.494  0.016
H -1.819 0.593 3.816  0.084
H -1.082 -0.535 4.992  0.105
H -2.562 -1.009 4.126  0.106
H 1.539 -6.380 0.533  0.039
H 2.230 -6.031 -1.059  0.027
H 0.663 -5.309 -0.597  0.053
H 3.739 -1.640 1.846  0.030
H 3.233 -0.091 2.575  0.054
H 3.819 -0.118 0.893  0.041
H 0.783 -1.001 -4.904  0.115
H 1.308 0.468 -4.033  0.103
H -0.425 -0.010 -4.024  0.094
H 4.814 -5.751 -2.983  0.104
H 5.211 -4.052 -3.395  0.106
H 3.804 -4.844 -4.153  0.106
H -2.051 -5.873 3.606  0.100
H -0.481 -6.021 4.455  0.107
H -0.790 -6.979 2.983  0.103

Calculated values
- molecular weight (g/mol) = 1044.41
- net charge = +2
- E_LUMO (alpha / beta) (eV) = -8.15 / -8.15
- relative energy (zero: lowest compared OMol25 entry of this formula, charge and spin) (eV) = 0.687
- calculated total energy (eV) = -259454.531

4.
3 unconnected molecules or ions with the total composition C3H12N2O3 at a distorted geometry, computed with the ωB97M-V functional and the def2-TZVPD basis.

Last column: Löwdin charge in e.
Atoms and positions in Å:
N 0.593 1.188 0.146  0.043
C 0.343 0.007 -0.724  -0.342
C -0.524 0.503 -1.880  -0.068
C -0.318 -1.016 0.183  -0.510
N -1.472 -1.586 -0.233  0.191
O 0.241 -1.428 1.191  0.035
H 0.867 2.014 -0.371  0.094
H 1.296 0.935 0.825  0.053
H 1.294 -0.363 -1.106  0.141
H -1.422 1.024 -1.552  0.086
H -0.835 -0.281 -2.576  0.080
H 0.129 1.141 -2.478  0.082
H -1.952 -2.135 0.462  0.118
H -2.055 -1.146 -0.921  0.092
H -1.180 1.289 0.992  -0.022
H -1.752 0.676 2.294  0.029
O -1.925 1.347 1.622  -0.089
H 2.132 -0.966 1.443  0.015
H 3.671 -0.827 1.478  0.043
O 2.869 -0.375 1.204  -0.071

Calculated values
- molecular weight (g/mol) = 124.14
- net charge = 0
- E_LUMO (eV) = 0.76
- SMILES = C[C@@H](N)C(N)=O.O.O
- relative energy (zero: lowest compared OMol25 entry of this formula, charge and spin) (eV) = 0.059
- calculated total energy (eV) = -12429.290

5.
A molecular structure, C35H59Cl2IrN2O3PS at a distorted geometry, computed with the ωB97M-V functional and the def2-TZVPD basis.

Last column: Mulliken spin population.
Atoms and positions in Å:
Ir 0.302 0.566 -0.486  1.395
C 4.129 2.663 -0.443  -0.005
C 4.019 1.164 -0.145  0.007
C 5.163 0.698 0.760  -0.002
C 3.980 0.377 -1.446  -0.002
C 5.041 0.520 -2.327  0.001
C 5.020 -0.084 -3.568  0.003
C 3.907 -0.810 -3.950  -0.003
C 2.822 -1.003 -3.105  -0.012
C 1.723 -1.903 -3.639  -0.007
C 1.802 -3.277 -2.965  0.000
C 0.317 -1.311 -3.560  0.036
C 2.880 -0.435 -1.813  0.028
N 1.890 -0.675 -0.811  0.071
C 2.293 -1.272 0.322  0.246
C 1.613 -1.021 1.496  0.154
N 0.626 -0.127 1.475  0.310
C -0.055 0.298 2.640  -0.010
C -0.571 -0.563 3.638  0.016
C -1.172 0.023 4.754  -0.006
C -1.283 1.387 4.918  0.012
C -0.798 2.220 3.926  -0.010
C -0.200 1.701 2.791  -0.069
C 0.369 2.676 1.781  0.007
C 1.781 3.104 2.186  0.027
C -0.527 3.888 1.542  -0.002
C -0.581 -2.094 3.707  -0.002
C 0.567 -2.593 4.600  0.002
C -0.681 -2.874 2.398  -0.011
H 4.127 3.231 0.488  -0.001
H 3.283 2.982 -1.051  0.020
H 5.046 2.900 -0.982  0.000
H 3.078 1.023 0.388  0.027
H 6.129 0.891 0.294  0.001
H 5.093 -0.371 0.963  0.003
H 5.134 1.233 1.711  -0.003
H 5.895 1.123 -2.046  0.000
H 5.859 0.019 -4.243  0.000
H 3.889 -1.268 -4.931  0.000
H 1.940 -2.050 -4.700  0.001
H 1.579 -3.194 -1.904  0.009
H 2.801 -3.699 -3.086  0.000
H 1.084 -3.960 -3.423  0.000
H 0.006 -1.196 -2.524  -0.001
H -0.393 -1.980 -4.050  -0.002
H 0.282 -0.340 -4.053  0.002
H 3.172 -1.903 0.295  -0.002
H 1.944 -1.444 2.433  0.084
H -1.566 -0.630 5.524  0.001
H -1.751 1.800 5.801  0.001
H -0.866 3.291 4.057  -0.001
H 0.460 2.157 0.807  0.168
H 1.740 3.673 3.116  0.001
H 2.216 3.735 1.409  -0.007
H 2.427 2.238 2.339  0.004
H -0.468 4.586 2.377  0.007
H -1.566 3.583 1.411  -0.001
H -0.204 4.420 0.646  0.012
H -1.500 -2.326 4.253  0.002
H 1.548 -2.404 4.165  0.000
H 0.472 -3.668 4.762  0.000
H 0.537 -2.096 5.569  0.000
H 0.277 -2.989 1.897  0.015
H -1.364 -2.381 1.713  -0.003
H -1.059 -3.875 2.610  0.001
Cl 2.871 5.138 -2.771  0.117
C 1.313 5.262 -2.157  0.849
Cl 0.823 2.130 -2.077  0.146
H 0.485 5.159 -2.837  0.012
H 1.195 5.650 -1.159  0.013
C -5.565 -0.122 -2.700  0.003
C -4.349 -0.809 -2.119  0.024
O -3.718 0.095 -1.198  0.009
P -2.190 0.024 -0.679  0.201
O -2.324 -0.398 0.851  0.011
C -3.422 0.028 1.693  0.000
C -4.410 -1.107 1.871  0.000
O -1.974 1.640 -0.456  0.094
C -2.409 2.648 -1.401  -0.005
C -3.711 3.271 -0.940  0.001
H -6.101 -0.808 -3.355  0.001
H -5.272 0.757 -3.274  0.000
H -6.236 0.196 -1.903  0.001
H -3.647 -1.088 -2.910  -0.009
H -4.645 -1.716 -1.586  0.001
H -3.899 0.906 1.257  0.000
H -2.975 0.309 2.647  0.000
H -4.870 -1.368 0.918  0.000
H -5.191 -0.809 2.570  0.000
H -3.899 -1.987 2.262  0.000
H -2.526 2.201 -2.391  -0.002
H -1.609 3.383 -1.453  0.012
H -4.494 2.516 -0.896  0.001
H -4.013 4.047 -1.644  0.000
H -3.598 3.719 0.047  -0.001
C -0.395 -4.943 -0.458  0.000
S -1.306 -3.436 -0.878  0.004
C -2.554 -4.182 -1.955  -0.001
H -1.016 -5.589 0.161  0.000
H 0.495 -4.649 0.094  0.002
H -0.108 -5.460 -1.372  0.000
H -2.076 -4.644 -2.818  0.000
H -3.218 -3.389 -2.289  0.003
H -3.121 -4.927 -1.400  0.000

Calculated values
- molecular weight (g/mol) = 882.03
- net charge = +1
- E_LUMO (alpha / beta) (eV) = -3.61 / -4.96
- spin multiplicity = 5
- calculated total energy (eV) = -94376.257

6.
A single C5H8O2 molecule at a distorted geometry, computed with the ωB97M-V functional and the def2-TZVPD basis.

Last column: Löwdin charge in e.
Atoms and positions in Å:
C 1.538 -0.248 -0.357  -0.278
C 0.133 1.565 0.220  -0.234
C -1.215 0.832 0.094  -0.088
C -1.355 -0.475 0.045  -0.112
C -0.280 -1.452 0.054  -0.206
H 2.068 0.312 -1.107  0.133
H 2.196 -0.857 0.358  0.161
H 0.394 2.059 -0.778  0.143
H -0.015 2.364 1.094  0.161
H -2.134 1.576 -0.119  0.144
H -2.376 -0.975 0.110  0.131
H 0.025 -1.712 1.045  0.121
H -0.549 -2.511 -0.276  0.145
O 0.938 0.556 0.623  -0.153
O 0.631 -1.034 -1.006  -0.067

Calculated values
- molecular weight (g/mol) = 100.12
- net charge = 0
- E_LUMO (eV) = 1.01
- SMILES = C1=CCOCOC1
- relative energy (zero: lowest compared OMol25 entry of this formula, charge and spin) (eV) = 3.167
- calculated total energy (eV) = -9406.666